1.
A cluster of 16 separate species, C54H85N11O5S5 in total in a non-equilibrium geometry. Source: the OMol25 dataset; level of theory: ωB97M-V with the def2-TZVPD basis set.

Geometry as ORCA input:
```
! RIJCOSX wB97M-V def2-TZVPD def2/J DEFGRID3
* xyz 0 1
C 0.82 -1.05 -0.49
S 0.52 0.21 0.86
O 1.30 1.48 0.53
C -1.21 0.65 0.51
H 1.81 -1.50 -0.37
H 0.78 -0.59 -1.48
H 0.07 -1.83 -0.54
H -1.81 -0.26 0.58
H -1.27 1.10 -0.48
H -1.39 1.42 1.25
C 5.33 -2.44 3.61
S 4.42 -2.87 2.03
O 4.06 -4.37 2.21
C 6.00 -3.04 0.99
H 6.26 -1.87 3.47
H 5.51 -3.31 4.24
H 4.66 -1.80 4.18
H 5.84 -3.02 -0.09
H 6.47 -3.99 1.23
H 6.76 -2.29 1.21
C -0.20 5.48 -5.78
S -1.37 6.38 -4.73
O -2.49 6.70 -5.81
C -2.04 4.78 -3.97
H 0.73 5.27 -5.25
H 0.10 6.05 -6.66
H -0.65 4.56 -6.15
H -1.34 4.24 -3.34
H -2.42 4.08 -4.72
H -2.88 5.12 -3.36
C 4.99 0.55 0.73
S 5.03 -0.48 -0.81
O 6.48 -0.50 -1.24
C 4.17 0.84 -1.77
H 5.84 0.25 1.33
H 4.06 0.25 1.21
H 5.12 1.62 0.60
H 4.60 1.84 -1.71
H 3.12 0.83 -1.47
H 4.05 0.44 -2.78
C -4.39 0.84 3.13
S -5.03 -0.87 2.97
O -4.45 -1.47 1.64
C -3.95 -1.62 4.28
H -4.48 1.29 4.12
H -4.88 1.55 2.48
H -3.35 1.02 2.83
H -4.00 -2.70 4.26
H -4.17 -1.29 5.29
H -2.89 -1.43 4.11
N 1.57 5.39 2.53
C 1.10 6.35 3.43
C 2.21 6.99 4.05
C 3.32 6.31 3.52
C 2.95 5.38 2.57
H 0.99 4.81 1.94
H 0.05 6.59 3.50
H 2.12 7.83 4.72
H 4.34 6.48 3.84
H 3.53 4.65 2.04
N -0.82 -5.41 0.47
C 0.18 -5.04 1.30
C -0.22 -3.87 1.89
C -1.36 -3.42 1.27
C -1.74 -4.46 0.44
H -0.80 -6.25 -0.10
H 1.03 -5.67 1.52
H 0.34 -3.36 2.66
H -1.93 -2.55 1.53
H -2.56 -4.57 -0.26
N 2.87 0.75 5.29
C 2.29 -0.46 5.62
C 1.95 -1.15 4.53
C 2.59 -0.51 3.49
C 3.02 0.72 3.92
H 3.04 1.51 5.93
H 2.19 -0.72 6.66
H 1.56 -2.15 4.41
H 2.66 -0.90 2.49
H 3.56 1.51 3.43
N -4.01 -3.72 -4.15
C -4.22 -4.00 -2.89
C -3.57 -3.03 -2.10
C -2.89 -2.10 -2.99
C -3.25 -2.60 -4.20
H -4.45 -4.20 -4.92
H -4.94 -4.76 -2.62
H -3.56 -2.99 -1.02
H -2.30 -1.22 -2.79
H -2.95 -2.18 -5.15
N 0.82 4.25 -0.33
C 1.85 5.04 -0.82
C 1.28 6.20 -1.29
C -0.09 6.13 -0.93
C -0.37 4.92 -0.42
H 0.87 3.29 -0.02
H 2.86 4.67 -0.75
H 1.84 7.01 -1.73
H -0.85 6.89 -1.07
H -1.31 4.46 -0.12
N -0.11 1.81 -5.92
C -0.70 1.37 -4.77
C 0.19 1.58 -3.79
C 1.34 2.10 -4.36
C 1.15 2.31 -5.74
H -0.70 1.84 -6.74
H -1.71 1.00 -4.88
H 0.08 1.49 -2.72
H 2.20 2.35 -3.74
H 1.69 2.71 -6.59
N -2.02 2.64 5.98
C -1.67 1.37 5.52
C -0.44 1.48 4.92
C -0.08 2.81 5.00
C -1.06 3.54 5.63
H -2.81 2.73 6.62
H -2.31 0.53 5.75
H 0.08 0.68 4.41
H 0.84 3.26 4.66
H -1.32 4.55 5.91
N -6.23 -3.38 0.31
C -5.92 -4.69 0.01
C -7.16 -5.37 0.07
C -8.21 -4.53 0.39
C -7.62 -3.27 0.41
H -5.58 -2.63 0.50
H -4.92 -5.04 -0.18
H -7.07 -6.43 -0.07
H -9.24 -4.79 0.56
H -8.09 -2.31 0.53
N -5.05 3.07 -2.68
C -4.43 1.90 -2.36
C -4.42 1.77 -0.98
C -4.77 3.00 -0.45
C -5.32 3.70 -1.51
H -5.27 3.35 -3.62
H -4.12 1.18 -3.11
H -4.06 0.96 -0.37
H -4.66 3.26 0.60
H -5.91 4.60 -1.50
N 4.48 -5.81 -0.01
C 5.45 -5.91 -0.95
C 4.93 -6.59 -2.07
C 3.62 -6.89 -1.82
C 3.36 -6.38 -0.60
H 4.55 -5.28 0.85
H 6.41 -5.48 -0.69
H 5.59 -6.87 -2.88
H 2.99 -7.41 -2.52
H 2.51 -6.30 0.07
N 2.75 -1.67 -3.85
C 3.40 -2.49 -3.01
C 2.42 -3.28 -2.39
C 1.17 -2.97 -2.93
C 1.41 -2.00 -3.91
H 3.19 -0.92 -4.37
H 4.47 -2.42 -2.90
H 2.61 -4.06 -1.67
H 0.23 -3.39 -2.59
H 0.81 -1.43 -4.61
*
```

Values from the calculation:
E: -138171.5493 eV

=====

2.
A cluster of 4 separate species, C54H87Cl2I2N2O15P3S in total in a non-equilibrium geometry. Source: the OMol25 dataset; level of theory: ωB97M-V with the def2-TZVPD basis set.

Geometry as ORCA input:
```
! RIJCOSX wB97M-V def2-TZVPD def2/J DEFGRID3
* xyz 0 1
C 6.98 -0.87 2.48
C 6.02 -1.21 1.82
C 4.79 -1.79 1.02
N 5.11 -1.94 -0.45
C 6.05 -3.05 -0.52
C 7.52 -2.72 -0.67
C 8.52 -3.85 -0.71
C 10.07 -3.45 -0.82
O 10.34 -2.59 0.32
C 10.63 -1.23 -0.13
C 10.32 -0.20 1.06
O 9.23 0.69 0.76
C 9.59 2.06 1.00
C 8.33 2.95 1.42
O 7.58 2.38 2.50
C 6.52 3.33 2.80
C 5.16 2.59 3.21
C 8.16 -5.29 -0.61
C 6.69 -5.62 -0.45
C 5.71 -4.51 -0.41
S 3.92 -4.89 -0.17
C 3.12 -3.53 -1.12
C 1.82 -3.79 -1.81
C 1.09 -5.21 -1.75
Cl 2.11 -6.53 -2.49
C 0.54 -5.53 -0.28
C 1.08 -6.86 0.37
Cl -1.31 -5.69 -0.34
C 1.23 -2.63 -2.60
N -0.05 -2.83 -3.27
C 1.94 -1.29 -2.70
C 1.23 -0.21 -3.58
C 2.09 0.33 -4.80
C 2.12 1.83 -4.99
C 2.87 2.50 -6.11
C 3.60 1.60 -7.06
C 3.61 0.11 -6.87
C 2.85 -0.54 -5.74
C 2.87 -2.10 -5.64
C 3.26 -1.06 -1.97
C 3.93 0.35 -2.12
I 5.54 0.15 -3.61
C 4.43 1.00 -0.74
C 6.00 1.04 -0.54
I 3.78 3.11 -0.75
C 3.85 -2.20 -1.16
H 7.61 -0.55 3.35
H 3.85 -1.17 1.19
H 4.57 -2.80 1.51
H 7.90 -1.66 -0.77
H 10.32 -2.96 -1.80
H 10.67 -4.40 -0.62
H 10.05 -0.95 -1.06
H 11.74 -1.21 -0.38
H 10.12 -0.84 1.97
H 11.29 0.36 1.25
H 10.38 2.21 1.79
H 9.97 2.50 0.03
H 7.69 3.08 0.49
H 8.74 3.95 1.79
H 6.84 4.03 3.63
H 6.28 3.96 1.88
H 5.28 1.94 4.12
H 4.78 2.02 2.31
H 4.39 3.40 3.42
H 8.93 -6.13 -0.61
H 6.41 -6.70 -0.35
H 0.18 -5.11 -2.41
H 0.78 -4.61 0.35
H 0.99 -7.77 -0.29
H 0.42 -7.07 1.27
H 2.13 -6.76 0.80
H 0.06 -3.27 -4.19
H -0.73 -3.31 -2.68
H 1.02 0.70 -2.91
H 0.23 -0.52 -4.00
H 1.57 2.52 -4.29
H 2.86 3.62 -6.26
H 4.15 2.10 -7.92
H 4.19 -0.50 -7.61
H 2.83 -2.54 -6.69
H 3.83 -2.52 -5.18
H 2.00 -2.55 -5.08
H 3.22 1.11 -2.58
H 3.88 0.55 0.15
H 6.53 0.07 -0.76
H 6.42 1.88 -1.16
H 6.25 1.29 0.54
C -5.21 -3.80 0.06
C -6.23 -2.83 -0.50
O -5.79 -1.48 -0.39
P -4.56 -0.99 -1.37
O -5.38 -0.82 -2.63
O -4.54 0.61 -0.94
C -4.75 1.62 -1.93
C -6.21 2.00 -2.02
O -3.52 -1.23 -0.04
C -2.17 -1.56 -0.37
C -1.48 -0.45 -1.15
H -4.31 -3.82 -0.55
H -5.62 -4.82 0.09
H -4.92 -3.51 1.07
H -6.46 -3.07 -1.55
H -7.17 -2.92 0.06
H -4.35 1.30 -2.90
H -4.16 2.50 -1.63
H -6.86 1.13 -2.07
H -6.40 2.62 -2.90
H -6.51 2.57 -1.13
H -2.16 -2.49 -0.94
H -1.64 -1.73 0.57
H -1.95 -0.31 -2.13
H -0.43 -0.70 -1.32
H -1.54 0.50 -0.62
C -1.39 8.00 5.09
C -2.39 6.91 4.77
O -2.19 6.36 3.48
P -0.86 5.41 3.24
O -1.38 4.15 3.91
O -1.16 4.94 1.68
C -1.29 3.56 1.35
C -2.74 3.11 1.40
O -0.08 6.76 2.56
C 1.34 6.74 2.69
C 1.95 5.55 1.97
H -0.38 7.59 5.19
H -1.64 8.51 6.02
H -1.36 8.74 4.28
H -2.35 6.12 5.53
H -3.40 7.33 4.79
H -0.65 2.95 1.99
H -0.91 3.43 0.33
H -3.24 3.44 2.31
H -2.80 2.02 1.34
H -3.29 3.53 0.56
H 1.61 6.73 3.75
H 1.73 7.67 2.26
H 1.63 4.61 2.43
H 3.04 5.59 2.01
H 1.63 5.53 0.93
C -12.58 1.49 4.00
C -13.50 0.33 3.67
O -13.24 -0.19 2.37
P -11.85 -1.04 2.14
O -12.29 -2.34 2.79
O -12.10 -1.51 0.57
C -12.14 -2.89 0.23
C -13.56 -3.43 0.27
O -11.17 0.37 1.48
C -9.74 0.48 1.62
C -9.00 -0.63 0.91
H -11.54 1.15 4.11
H -12.88 1.97 4.94
H -12.59 2.24 3.21
H -13.41 -0.46 4.42
H -14.53 0.68 3.67
H -11.47 -3.47 0.87
H -11.75 -2.99 -0.79
H -14.08 -3.14 1.19
H -13.57 -4.52 0.21
H -14.14 -3.03 -0.56
H -9.49 0.49 2.69
H -9.45 1.45 1.21
H -9.23 -1.61 1.35
H -7.92 -0.48 0.97
H -9.30 -0.68 -0.14
*
```

Values from the calculation:
E: -171037.4338 eV